(1)
C53H44NO20S2 | ωB97M-V/def2-TZVPD

Each line ends with the Löwdin charge.
Element x y z (Å)
C (1.949, 1.803, 0.560)  -0.088
C (2.980, 0.755, 0.942)  -0.435
C (4.226, 0.866, 0.054)  -0.065
C (2.318, -0.598, 0.790)  -0.207
C (3.119, -1.804, 1.264)  -0.239
S (3.775, -1.672, 2.915)  0.497
O (3.940, -3.003, 3.438)  -0.353
O (5.034, -0.970, 2.803)  -0.349
N (2.726, -0.729, 3.706)  -0.327
S (2.110, -1.373, 5.016)  0.475
O (1.463, -2.636, 4.835)  -0.368
O (1.243, -0.382, 5.597)  -0.403
H (1.556, 1.627, -0.430)  0.066
H (1.149, 1.722, 1.283)  0.044
H (2.395, 2.789, 0.635)  0.079
H (3.307, 0.925, 1.957)  0.106
H (4.013, 1.343, -0.896)  0.074
H (4.690, -0.099, -0.078)  0.046
H (4.954, 1.474, 0.582)  0.074
H (2.161, -0.731, -0.280)  0.123
H (1.340, -0.634, 1.252)  0.094
H (3.901, -2.079, 0.574)  0.059
H (2.428, -2.639, 1.315)  0.102
H (3.096, -1.500, 5.929)  0.064
C (4.965, -6.493, -2.581)  0.019
C (4.282, -5.358, -2.689)  0.027
C (4.423, -4.277, -1.679)  -0.371
O (3.801, -3.243, -1.774)  0.119
C (5.355, -4.512, -0.545)  0.043
C (6.037, -5.649, -0.440)  0.028
C (5.896, -6.724, -1.449)  -0.382
O (6.518, -7.766, -1.360)  0.069
H (4.877, -7.297, -3.303)  0.118
H (3.597, -5.167, -3.505)  0.122
H (5.443, -3.714, 0.182)  0.121
H (6.719, -5.842, 0.379)  0.124
C (-3.639, -1.026, 2.128)  0.009
C (-2.662, -0.170, 1.845)  0.021
C (-1.438, -0.093, 2.688)  -0.368
O (-0.565, 0.703, 2.424)  0.107
C (-1.340, -1.009, 3.854)  0.042
C (-2.328, -1.861, 4.131)  0.025
C (-3.546, -1.940, 3.296)  -0.398
O (-4.447, -2.718, 3.545)  0.081
H (-4.540, -1.100, 1.531)  0.115
H (-2.708, 0.507, 1.000)  0.109
H (-0.440, -0.947, 4.467)  0.075
H (-2.281, -2.537, 4.975)  0.124
C (-2.531, 3.339, -1.557)  0.024
C (-3.265, 4.445, -1.491)  0.003
C (-3.082, 5.428, -0.397)  -0.385
O (-3.768, 6.432, -0.338)  0.075
C (-2.041, 5.142, 0.617)  0.003
C (-1.303, 4.038, 0.554)  0.033
C (-1.494, 3.046, -0.533)  -0.368
O (-0.831, 2.036, -0.565)  0.105
H (-2.655, 2.607, -2.344)  0.116
H (-4.027, 4.675, -2.222)  0.096
H (-1.926, 5.870, 1.407)  0.114
H (-0.543, 3.804, 1.288)  0.127
C (9.293, 0.624, 0.403)  0.018
C (10.316, 0.739, 1.244)  0.010
C (10.289, 0.093, 2.584)  -0.394
O (11.230, 0.204, 3.345)  0.084
C (9.081, -0.683, 2.947)  0.022
C (8.055, -0.800, 2.106)  0.033
C (8.084, -0.159, 0.770)  -0.370
O (7.149, -0.276, 0.010)  0.108
H (9.290, 1.086, -0.577)  0.118
H (11.208, 1.301, 1.001)  0.115
H (9.081, -1.142, 3.927)  0.121
H (7.154, -1.354, 2.348)  0.096
C (-4.030, 6.133, -5.235)  0.023
C (-4.860, 6.681, -6.117)  0.019
C (-5.511, 5.862, -7.170)  -0.393
O (-6.272, 6.363, -7.972)  0.100
C (-5.202, 4.413, -7.200)  0.004
C (-4.371, 3.865, -6.320)  0.016
C (-3.722, 4.680, -5.268)  -0.374
O (-2.971, 4.188, -4.453)  0.096
H (-3.545, 6.710, -4.456)  0.125
H (-5.100, 7.737, -6.111)  0.121
H (-5.694, 3.835, -7.971)  0.124
H (-4.138, 2.808, -6.323)  0.126
C (-8.720, 6.115, -2.715)  0.027
C (-7.781, 5.411, -3.340)  0.026
C (-8.122, 4.501, -4.462)  -0.370
O (-7.265, 3.858, -5.032)  0.102
C (-9.548, 4.405, -4.861)  0.024
C (-10.487, 5.109, -4.236)  0.022
C (-10.147, 6.021, -3.114)  -0.385
O (-11.003, 6.663, -2.546)  0.109
H (-8.494, 6.784, -1.894)  0.125
H (-6.735, 5.466, -3.065)  0.116
H (-9.773, 3.736, -5.682)  0.122
H (-11.533, 5.055, -4.511)  0.122
C (4.293, -9.990, -0.894)  0.028
C (4.153, -10.421, 0.358)  0.031
C (3.007, -11.275, 0.755)  -0.387
O (2.877, -11.671, 1.893)  0.105
C (2.020, -11.631, -0.297)  0.018
C (2.158, -11.200, -1.547)  0.016
C (3.306, -10.346, -1.942)  -0.379
O (3.431, -9.953, -3.084)  0.097
H (5.121, -9.366, -1.205)  0.088
H (4.861, -10.172, 1.138)  0.125
H (1.192, -12.255, 0.014)  0.120
H (1.450, -11.446, -2.328)  0.119
C (-4.902, 4.501, 3.686)  0.023
C (-6.018, 3.932, 4.134)  0.017
C (-5.992, 2.604, 4.799)  -0.387
O (-7.012, 2.088, 5.204)  0.102
C (-4.675, 1.935, 4.945)  0.026
C (-3.558, 2.503, 4.498)  0.032
C (-3.586, 3.831, 3.835)  -0.369
O (-2.569, 4.346, 3.426)  0.103
H (-4.897, 5.467, 3.196)  0.122
H (-6.988, 4.402, 4.037)  0.119
H (-4.679, 0.967, 5.432)  0.124
H (-2.587, 2.032, 4.592)  0.125

Summary:
total charge: -1
total energy: -119777.3931 eV
orbital gap: 5.62 eV
molecular weight: 1079.1 g/mol

(2)
C53H46FeN6O7P2S3 | ωB97M-V/def2-TZVPD

Each line ends with the Mulliken spin population.
Element x y z (Å)
Fe (0.227, -0.478, 0.224)  -0.013
O (4.164, -0.045, 0.012)  0.001
S (3.455, 0.873, -0.803)  0.002
O (3.279, 0.569, -2.185)  0.001
O (1.917, 1.105, -0.193)  0.000
C (3.998, 2.506, -0.494)  -0.004
C (5.332, 2.874, -0.599)  0.000
C (5.667, 4.160, -0.219)  0.000
C (4.683, 5.030, 0.249)  0.000
C (3.359, 4.630, 0.341)  0.017
C (3.001, 3.337, -0.024)  0.028
P (1.281, 2.614, -0.019)  0.024
C (0.766, 3.466, -1.531)  0.014
C (-0.065, 4.580, -1.447)  0.010
C (-0.541, 5.176, -2.604)  0.006
C (-0.205, 4.652, -3.845)  -0.001
C (0.626, 3.544, -3.927)  0.000
C (1.119, 2.948, -2.774)  0.005
C (0.814, 3.043, 1.629)  0.310
C (1.659, 2.818, 2.683)  -0.087
C (1.184, 2.900, 3.995)  0.339
C (-0.173, 3.235, 4.242)  -0.039
C (-1.035, 3.467, 3.228)  0.302
C (-0.625, 3.342, 1.801)  -0.049
H (6.073, 2.176, -0.967)  0.000
H (6.697, 4.485, -0.273)  0.000
H (4.956, 6.033, 0.549)  0.000
H (2.607, 5.320, 0.707)  0.000
H (-0.349, 4.983, -0.483)  -0.002
H (-1.188, 6.041, -2.536)  0.000
H (-0.587, 5.110, -4.748)  0.000
H (0.885, 3.128, -4.893)  0.000
H (1.773, 2.087, -2.854)  0.001
H (2.695, 2.552, 2.502)  0.016
H (1.846, 2.688, 4.823)  -0.006
H (-0.519, 3.298, 5.264)  0.012
H (-2.063, 3.741, 3.432)  -0.010
H (-0.864, 4.282, 1.284)  0.095
O (0.484, -1.809, 3.867)  0.002
S (-0.487, -0.860, 3.388)  0.011
O (-0.910, 0.171, 4.298)  0.009
O (-0.083, -0.229, 2.091)  -0.051
C (-1.941, -1.841, 3.060)  0.002
C (-2.591, -2.250, 4.226)  0.000
C (-3.717, -3.044, 4.157)  0.000
C (-4.210, -3.431, 2.915)  0.000
C (-3.567, -3.031, 1.763)  -0.001
C (-2.410, -2.242, 1.813)  0.001
P (-1.658, -1.807, 0.208)  -0.002
C (-3.160, -1.180, -0.638)  0.000
C (-3.547, -1.535, -1.928)  0.001
C (-4.692, -0.988, -2.492)  0.000
C (-5.471, -0.098, -1.769)  0.000
C (-5.103, 0.242, -0.475)  0.000
C (-3.948, -0.283, 0.081)  0.001
C (-1.339, -3.444, -0.540)  0.000
C (-1.335, -4.616, 0.214)  -0.001
C (-1.059, -5.837, -0.387)  0.000
C (-0.767, -5.903, -1.740)  0.000
C (-0.739, -4.739, -2.494)  0.000
C (-1.017, -3.519, -1.897)  0.000
H (-2.197, -1.920, 5.178)  0.000
H (-4.216, -3.360, 5.063)  0.000
H (-5.100, -4.043, 2.848)  0.000
H (-3.960, -3.332, 0.799)  0.000
H (-2.982, -2.258, -2.497)  0.000
H (-4.982, -1.275, -3.495)  0.000
H (-6.367, 0.323, -2.207)  0.000
H (-5.717, 0.922, 0.100)  0.000
H (-3.673, -0.015, 1.095)  0.000
H (-1.556, -4.584, 1.272)  0.000
H (-1.073, -6.740, 0.211)  0.000
H (-0.562, -6.859, -2.205)  0.000
H (-0.507, -4.781, -3.551)  0.000
H (-0.991, -2.621, -2.497)  0.000
S (-3.750, 2.385, -5.162)  0.000
N (-2.492, 1.375, -5.238)  0.000
C (-2.010, 1.288, -4.010)  0.000
C (-0.911, 0.467, -3.582)  0.000
C (-0.171, -0.352, -4.434)  -0.001
C (0.857, -1.108, -3.913)  0.000
C (1.034, -1.116, -2.534)  0.000
N (0.304, -0.377, -1.709)  0.002
C (-0.582, 0.515, -2.218)  -0.003
C (-1.183, 1.458, -1.298)  -0.003
N (-0.562, 1.685, -0.055)  0.018
C (-1.417, 2.220, 1.035)  0.085
C (-2.703, 2.838, 0.585)  -0.025
C (-3.060, 2.890, -0.693)  -0.004
C (-2.300, 2.152, -1.684)  0.007
C (-2.718, 2.076, -3.053)  0.001
N (-3.728, 2.748, -3.590)  -0.001
H (-0.420, -0.374, -5.487)  0.000
H (1.490, -1.715, -4.544)  0.000
H (1.765, -1.757, -2.060)  0.000
H (-1.580, 1.432, 1.775)  -0.037
H (-3.313, 3.292, 1.358)  0.002
H (-3.969, 3.383, -1.012)  0.000
C (4.538, -2.452, 2.891)  0.000
N (3.325, -1.899, 2.309)  0.002
C (3.037, -0.563, 2.815)  0.035
C (2.618, -2.434, 1.286)  0.001
O (1.828, -1.731, 0.604)  -0.002
N (2.795, -3.740, 0.913)  0.000
C (3.125, -4.886, 1.755)  0.000
C (2.203, -4.193, -0.337)  0.000
H (5.133, -1.616, 3.257)  0.000
H (5.136, -2.972, 2.146)  0.000
H (4.335, -3.102, 3.743)  0.000
H (3.865, 0.105, 2.580)  0.001
H (2.903, -0.616, 3.895)  -0.003
H (2.127, -0.179, 2.378)  -0.019
H (3.684, -4.638, 2.638)  0.000
H (3.716, -5.587, 1.165)  0.000
H (2.207, -5.394, 2.066)  0.000
H (1.695, -3.380, -0.836)  0.000
H (1.477, -4.980, -0.138)  0.000
H (2.981, -4.598, -0.990)  0.000

Summary:
total charge: +1
total energy: -164447.0673 eV
orbital gap (alpha / beta): 6.84 / 6.59 eV
molecular weight: 1093.0 g/mol
spin multiplicity: 2

| no. | strongest force on any atom (eV/A) |
| --- | --- |
| 1 | 1.3 |
| 2 | 1.8 |